The following is a quantum chemistry calculation of C4H4Br12 as an isolated structure at a distorted geometry, from OMol25.

XYZ file:
```
20
Properties=species:S:1:pos:R:3
C -2.23 3.96 2.19
Br -0.92 2.61 2.77
Br -2.20 5.63 3.24
Br -4.06 3.14 2.07
H -2.04 4.15 1.14
C -2.35 -3.57 2.91
Br -1.51 -2.56 1.38
Br -1.91 -5.55 3.10
Br -4.14 -2.99 3.39
H -1.77 -3.22 3.77
C 5.73 -0.73 -1.56
Br 6.61 0.73 -0.59
Br 6.68 -1.11 -3.19
Br 3.81 -0.38 -1.86
H 5.83 -1.56 -0.87
C -1.06 0.26 -3.53
Br 0.34 1.28 -4.63
Br -2.03 -1.17 -4.51
Br -2.20 1.44 -2.45
H -0.58 -0.38 -2.79
```

Frontier orbital gap = 0.348 hartree
ΔE to the lowest compared entry with this formula, charge and spin = 1.134 eV
HOMO energy = -10.45 eV

The following is a quantum chemistry calculation of one molecule with the formula C4H4Br2 at a distorted geometry, from OMol25.

XYZ file:
```
10
Properties=species:S:1:pos:R:3
C -2.28 -0.59 -0.19
C -1.74 -1.78 0.03
C -0.88 -0.54 0.37
C 0.37 0.01 -0.30
Br -3.74 0.22 -1.08
Br -1.62 -3.57 -0.10
H -0.97 -0.28 1.43
H 0.57 -0.57 -1.15
H 1.12 -0.07 0.37
H 0.23 1.03 -0.53
```

Frontier orbital gap = 0.352 hartree
ΔE to the lowest compared entry with this formula, charge and spin = 1.715 eV
HOMO energy = -8.89 eV

The following is a quantum chemistry calculation of C4H4Br2O2 as an isolated structure at a distorted geometry, from OMol25.

XYZ file:
```
12
Properties=species:S:1:pos:R:3
C -2.08 -0.72 -1.24
C -0.72 0.76 -0.08
C 0.73 0.52 0.23
C -1.37 1.91 -0.27
O -1.68 -0.22 -2.25
O -1.50 -0.40 -0.02
Br -0.40 3.51 -0.38
Br -3.20 2.06 -0.75
H -2.78 -1.46 -0.93
H 0.76 -0.18 1.04
H 1.01 1.42 0.63
H 1.18 0.19 -0.84
```

Frontier orbital gap = 0.359 hartree
ΔE to the lowest compared entry with this formula, charge and spin = 0.930 eV
HOMO energy = -9.23 eV

The following is a quantum chemistry calculation of one molecule with the formula C4H4BrClO at a distorted geometry, from OMol25.

XYZ file:
```
11
Properties=species:S:1:pos:R:3
C 1.79 -0.57 -0.15
C 0.62 -0.46 0.42
C -1.29 1.18 0.22
C -0.68 -0.21 -0.37
O -2.34 1.29 0.78
Cl -0.13 2.38 -0.05
Br -2.10 -1.51 -0.11
H 2.65 -0.77 0.47
H 1.81 -0.67 -1.18
H 0.46 -0.71 1.45
H -0.80 0.04 -1.47
```

Frontier orbital gap = 0.396 hartree
ΔE to the lowest compared entry with this formula, charge and spin = 0.144 eV
HOMO energy = -10.27 eV

The following is a quantum chemistry calculation of C4H4BrFO as an isolated structure at a distorted geometry, from OMol25.

XYZ file:
```
11
Properties=species:S:1:pos:R:3
C -0.09 0.00 0.52
C -0.25 -1.27 0.73
C 0.25 0.26 -0.92
C 0.30 -1.65 -1.46
O 0.00 -2.16 -0.25
F -0.60 -1.91 -2.37
Br 2.06 -2.21 -1.95
H -0.43 0.60 1.36
H -0.59 -1.63 1.63
H -0.21 0.97 -1.50
H 1.30 0.36 -1.05
```

Frontier orbital gap = 0.375 hartree
ΔE to the lowest compared entry with this formula, charge and spin = 1.135 eV
HOMO energy = -9.41 eV

The following is a quantum chemistry calculation of one molecule with the formula C4H4BrIN2 at a distorted geometry, from OMol25.

XYZ file:
```
12
Properties=species:S:1:pos:R:3
C -0.87 -0.68 0.01
C 0.33 -0.06 0.02
C -1.89 0.64 0.05
C 1.70 -0.63 -0.05
N -1.14 1.68 0.08
N 0.14 1.29 0.07
Br -1.32 -2.48 -0.01
I -3.94 0.60 -0.04
H 2.36 0.03 -0.59
H 2.10 -0.78 0.95
H 1.68 -1.60 -0.55
H 0.86 2.00 0.06
```

Frontier orbital gap = 0.339 hartree
ΔE to the lowest compared entry with this formula, charge and spin = 0.000 eV
HOMO energy = -8.67 eV

The following is a quantum chemistry calculation of one molecule with the formula C4H4BrN at a distorted geometry, from OMol25.

XYZ file:
```
10
Properties=species:S:1:pos:R:3
C 0.12 -0.28 1.27
C -1.08 0.04 0.79
C -0.26 0.09 -0.84
C 0.88 -0.22 0.03
N -0.62 0.58 -1.93
Br -2.94 0.24 1.13
H 0.64 -0.50 2.23
H 1.66 0.55 -0.12
H 1.38 -1.29 -0.07
H 0.21 0.79 -2.48
```

Frontier orbital gap = 0.370 hartree
ΔE to the lowest compared entry with this formula, charge and spin = 2.457 eV
HOMO energy = -9.22 eV

The following is a quantum chemistry calculation of a 2-piece molecular cluster, C4H4BrNO overall at a distorted geometry, from OMol25.

XYZ file:
```
11
Properties=species:S:1:pos:R:3
C 0.25 2.65 0.21
C 0.18 -0.84 0.55
C 0.61 -0.03 -0.51
C -1.00 2.31 -0.37
N 1.23 2.80 0.80
O -0.27 -0.94 -0.72
Br -2.27 1.69 0.90
H 0.90 -1.66 0.69
H -0.54 -0.28 1.18
H 1.59 0.28 -0.86
H -1.28 2.81 -1.26
```

Frontier orbital gap (alpha / beta) = 0.247 / 0.336 hartree
ΔE to the lowest compared entry with this formula, charge and spin = 5.919 eV
HOMO energy (alpha / beta) = -8.10 / -8.94 eV

The following is a quantum chemistry calculation of C4H4BrNO as an isolated structure at a distorted geometry, from OMol25.

XYZ file:
```
11
Properties=species:S:1:pos:R:3
C -0.29 1.44 1.36
C 0.76 1.02 0.60
C -0.35 -0.44 -0.24
C 0.04 -1.38 -1.25
N -1.49 0.78 1.19
O -1.44 -0.11 0.30
Br 2.58 1.36 0.46
H -0.49 2.14 2.14
H 1.13 -1.47 -1.25
H -0.27 -2.41 -1.14
H -0.17 -0.94 -2.17
```

Frontier orbital gap = 0.323 hartree
ΔE to the lowest compared entry with this formula, charge and spin = 5.415 eV
HOMO energy = -8.09 eV

Which formula does entry 4 have? C4H4BrClO